{
  "formula": "C3H5N2OS",
  "method": "ωB97M-V with the def2-TZVPD basis set",
  "spin_multiplicity": 1,
  "e_tot_ha": -699.7250,
  "total_charge": 1,
  "e_lumo_ev": [-4.79, -5.56],
  "e_homo_ha": [-0.4727, -0.5259],
  "max_force_ha_per_bohr": 0.1412,
  "species": ["C", "C", "C", "N", "N", "O", "S", "H", "H", "H", "H", "H"],
  "coordinates": [[-0.5633, 1.2134, -0.0996], [0.0763, -0.7892, 0.8405], [0.4644, -1.2292, -0.4778], [-0.4087, 0.7212, -1.3428], [-0.3651, 0.5125, 1.0693], [0.0072, -0.5901, -1.6087], [-0.7501, -2.2456, 0.5236], [-0.6203, 2.3028, -0.0507], [2.0072, -0.1016, 2.1974], [1.3028, -1.8854, -0.8137], [-0.3282, 1.3791, -2.0915], [-0.8222, 0.7122, 1.8540]],
  "lowdin_charge": [0.028, -0.619, -0.458, 0.131, 0.094, -0.009, 1.055, 0.175, 0.160, 0.156, 0.180, 0.106]
}

{
  "formula": "C33H54BGeN7OSZr",
  "method": "ωB97M-V with the def2-TZVPD basis set",
  "spin_multiplicity": 1,
  "e_tot_ha": -4295.5384,
  "e_lumo_ev": 0.37,
  "e_homo_ha": -0.2430,
  "max_force_ha_per_bohr": 0.0095,
  "species": ["Zr", "C", "C", "C", "C", "N", "N", "B", "N", "N", "C", "C", "C", "C", "C", "C", "C", "C", "N", "N", "C", "C", "C", "C", "C", "C", "C", "C", "C", "C", "C", "C", "H", "H", "H", "H", "H", "H", "H", "H", "H", "H", "H", "H", "H", "H", "H", "H", "H", "H", "H", "H", "H", "H", "H", "H", "H", "H", "H", "H", "H", "H", "H", "H", "H", "H", "H", "H", "H", "H", "H", "H", "O", "N", "C", "C", "C", "C", "C", "S", "H", "H", "H", "H", "C", "Ge", "C", "C", "C", "H", "H", "H", "H", "H", "H", "H", "H", "H", "H"],
  "coordinates": [[-0.4827, -0.4506, -0.3639], [2.1464, 1.3630, 4.2809], [1.0210, 0.6583, 3.5984], [-0.0270, -0.0148, 4.1813], [-0.7978, -0.5289, 3.1303], [-0.2294, -0.1901, 1.9662], [0.8821, 0.5524, 2.2649], [1.7093, 1.3222, 1.2085], [0.8695, 2.3744, 0.4526], [0.1628, 2.1184, -0.6909], [-0.1976, 3.3027, -1.1803], [0.2704, 4.3329, -0.3501], [0.9282, 3.7045, 0.6800], [1.5952, 4.3262, 1.8607], [-0.9724, 3.4725, -2.4679], [-0.7975, 4.8995, -2.9951], [-0.4493, 2.4934, -3.5202], [-2.4610, 3.2279, -2.2043], [2.4270, 0.3855, 0.2055], [1.8067, -0.2064, -0.8648], [2.7657, -0.6515, -1.6764], [4.0171, -0.3811, -1.1114], [3.7629, 0.2705, 0.0744], [4.7442, 0.7791, 1.0753], [2.5465, -1.2748, -3.0345], [3.2025, -0.3539, -4.0756], [1.0700, -1.4193, -3.3777], [3.2333, -2.6454, -3.0666], [-2.1070, -1.2635, 3.3697], [-2.6800, -2.0005, 2.1658], [-3.1276, -0.2093, 3.8304], [-1.9000, -2.2860, 4.4977], [2.0352, 1.2433, 5.3572], [3.1108, 0.9475, 3.9891], [2.1648, 2.4282, 4.0537], [-0.2070, -0.1182, 5.2368], [2.5563, 1.8970, 1.8132], [0.1534, 5.3946, -0.4783], [1.4924, 5.4081, 1.7988], [1.1348, 3.9964, 2.7938], [2.6572, 4.0839, 1.9072], [0.2551, 5.1367, -3.1601], [-1.3231, 5.0009, -3.9465], [-1.2140, 5.6367, -2.3066], [0.6131, 2.6635, -3.7082], [-0.5854, 1.4634, -3.1961], [-0.9938, 2.6240, -4.4584], [-2.8460, 3.9507, -1.4813], [-3.0342, 3.3227, -3.1301], [-2.6112, 2.2287, -1.8075], [4.9852, -0.6259, -1.5139], [5.7436, 0.4540, 0.7920], [4.7373, 1.8680, 1.1278], [4.5274, 0.3942, 2.0716], [2.7361, 0.6333, -4.0645], [4.2694, -0.2298, -3.8850], [3.0802, -0.7809, -5.0734], [0.5814, -0.4409, -3.3884], [0.9655, -1.8419, -4.3792], [0.5449, -2.0652, -2.6724], [4.3114, -2.5480, -2.9266], [2.8475, -3.2963, -2.2818], [3.0598, -3.1283, -4.0305], [-2.9038, -1.3212, 1.3468], [-1.9958, -2.7537, 1.7837], [-3.6078, -2.4910, 2.4716], [-3.2637, 0.5477, 3.0554], [-4.0910, -0.6856, 4.0264], [-2.8003, 0.2955, 4.7408], [-1.1385, -3.0173, 4.2246], [-1.5982, -1.8126, 5.4319], [-2.8343, -2.8201, 4.6803], [-2.3572, 0.4903, 0.1393], [-3.5174, 0.4331, -0.5077], [-4.6059, 0.8992, 0.1444], [-5.8312, 0.9024, -0.4533], [-5.9350, 0.4155, -1.7641], [-4.8204, -0.0492, -2.4066], [-3.5584, -0.0518, -1.7767], [-2.1314, -0.6197, -2.5000], [-4.4018, 1.2535, 1.1426], [-6.6867, 1.2760, 0.0884], [-6.8921, 0.4083, -2.2681], [-4.8658, -0.4280, -3.4171], [-0.2290, -4.8913, 1.6212], [0.5801, -3.7811, 0.2047], [0.9983, -5.0610, -1.2395], [2.2384, -3.0678, 0.9874], [-0.6388, -2.4244, -0.4243], [0.3816, -5.7811, 1.7889], [-1.2312, -5.2127, 1.3319], [-0.3027, -4.3469, 2.5632], [1.8966, -5.6419, -1.0201], [1.1290, -4.5629, -2.1997], [0.1612, -5.7552, -1.3379], [2.8721, -3.8906, 1.3246], [1.9959, -2.4474, 1.8547], [2.8112, -2.4635, 0.2836], [-1.5058, -2.9507, -0.8370]],
  "lowdin_charge": [1.414, -0.010, -0.257, 0.025, -0.212, 0.034, 0.028, -0.520, 0.026, 0.071, -0.241, 0.029, -0.265, -0.020, -0.540, -0.062, -0.056, -0.028, 0.034, 0.011, -0.245, 0.025, -0.262, -0.011, -0.533, -0.037, -0.078, -0.031, -0.523, -0.052, -0.036, -0.043, 0.084, 0.077, 0.066, 0.112, 0.101, 0.107, 0.082, 0.079, 0.077, 0.090, 0.085, 0.078, 0.088, 0.000, 0.090, 0.094, 0.093, 0.041, 0.118, 0.084, 0.084, 0.078, 0.085, 0.080, 0.088, 0.042, 0.098, 0.036, 0.083, 0.062, 0.092, 0.049, 0.044, 0.092, 0.070, 0.088, 0.083, 0.076, 0.073, 0.088, -0.333, -0.208, -0.017, -0.052, -0.062, -0.077, -0.657, 0.716, 0.128, 0.108, 0.111, 0.108, -0.229, 0.685, -0.229, -0.215, -0.573, 0.016, 0.018, -0.010, 0.017, -0.010, 0.015, 0.019, 0.010, -0.012, -0.040]
}

{
  "formula": "C4H7Cl2P",
  "method": "ωB97M-V with the def2-TZVPD basis set",
  "spin_multiplicity": 1,
  "e_tot_ha": -1418.2619,
  "smiles": "C=CCC(P)(Cl)Cl",
  "e_lumo_ev": 0.80,
  "e_homo_ha": -0.3559,
  "max_force_ha_per_bohr": 0.0680,
  "species": ["C", "C", "C", "C", "P", "Cl", "Cl", "H", "H", "H", "H", "H", "H", "H"],
  "coordinates": [[1.2278, 2.0199, -0.1946], [0.0503, 1.5003, 0.0127], [-0.3942, 0.2388, -0.5971], [-0.1300, -0.9952, 0.5670], [-1.1897, -2.5422, 0.5604], [1.5282, -1.5104, 0.3261], [-0.4507, -0.3330, 2.2392], [1.6757, 3.0459, 0.1675], [1.8625, 1.4464, -0.7788], [-0.4897, 2.0426, 0.7304], [-1.5039, 0.1612, -0.7964], [0.1761, -0.0999, -1.4940], [-1.9960, -1.8991, -0.3524], [-0.3664, -3.0753, -0.3900]],
  "lowdin_charge": [-0.005, -0.306, -0.243, -1.423, 0.774, 0.559, 0.499, 0.112, 0.021, 0.068, 0.100, 0.105, -0.121, -0.140]
}

{
  "formula": "C3H3NO2",
  "method": "ωB97M-V with the def2-TZVPD basis set",
  "spin_multiplicity": 1,
  "e_tot_ha": -321.1972,
  "e_lumo_ev": [-1.36, -0.95],
  "e_homo_ha": [-0.3568, -0.3245],
  "max_force_ha_per_bohr": 0.0502,
  "species": ["O", "C", "C", "O", "C", "N", "H", "H", "H"],
  "coordinates": [[-0.6417, 1.4811, 0.3098], [-0.1874, 0.2850, -0.0846], [-1.0479, -0.8716, 0.1659], [-0.6460, -2.0155, 0.0982], [1.2356, -0.0010, -0.3217], [2.0515, -0.6609, -0.9309], [-0.2253, 2.1807, -0.2174], [1.5362, 0.4273, 0.6790], [-2.1108, -0.6187, 0.3401]],
  "lowdin_charge": [0.071, -0.260, -0.232, 0.053, -0.276, 0.219, 0.133, 0.160, 0.132]
}

{
  "formula": "C25H43Cl2N6O4PbSi",
  "method": "ωB97M-V with the def2-TZVPD basis set",
  "spin_multiplicity": 1,
  "e_tot_ha": -3010.7295,
  "total_charge": -1,
  "e_lumo_ev": 2.30,
  "e_homo_ha": -0.1785,
  "max_force_ha_per_bohr": 0.0571,
  "species": ["C", "C", "H", "H", "H", "C", "C", "H", "H", "H", "H", "Pb", "Cl", "C", "O", "N", "C", "C", "H", "H", "H", "H", "H", "H", "H", "H", "H", "C", "C", "N", "H", "C", "O", "H", "H", "H", "H", "H", "H", "C", "C", "N", "H", "C", "O", "H", "H", "H", "H", "O", "C", "C", "C", "H", "C", "H", "C", "H", "C", "C", "H", "H", "H", "Si", "Cl", "C", "C", "C", "H", "H", "H", "H", "H", "H", "H", "H", "H", "N", "C", "N", "C", "N"],
  "coordinates": [[-1.9117, -0.2056, -5.1892], [-1.4642, -1.0540, -4.0585], [-1.8811, -0.7960, -6.0995], [-1.3062, 0.6790, -5.3713], [-2.9133, 0.1698, -4.9784], [-0.8022, -2.2194, -4.2638], [-0.6933, -2.9439, -5.5732], [-0.2531, -2.7317, -3.4671], [0.0195, -2.4706, -6.2737], [-1.6572, -3.0737, -6.1084], [-0.2984, -3.9591, -5.3602], [2.3238, 1.3873, 1.4477], [3.2316, 3.5966, 0.4182], [0.7568, -1.9166, 2.0148], [1.9206, -1.5212, 1.7959], [0.4011, -2.6586, 3.0766], [1.4513, -3.1918, 3.9303], [-0.9744, -3.0854, 3.3226], [-0.0700, -1.6683, 1.3375], [2.2098, -2.4206, 4.0974], [1.9344, -4.0721, 3.4785], [0.9891, -3.4947, 4.8771], [-1.6601, -2.2380, 3.2561], [-1.0021, -3.5144, 4.3301], [-1.2978, -3.8491, 2.6055], [0.6284, 2.4171, 6.3612], [-1.7831, 4.1736, 6.0698], [1.0389, 3.4010, 6.1000], [-0.9552, 4.8454, 5.8075], [0.1443, 4.1049, 5.2068], [2.0109, 3.2805, 5.6135], [0.2552, 3.8618, 3.8852], [1.0732, 3.0822, 3.3915], [-1.3087, 5.6155, 5.1158], [-0.4749, 4.4411, 3.2819], [1.1469, 3.9880, 7.0136], [-0.5981, 5.3189, 6.7223], [2.3284, 0.0202, -3.3723], [2.4607, -2.6579, -3.4642], [3.2983, -0.1585, -2.9021], [3.2451, -2.6031, -2.7035], [3.1818, -1.3117, -2.0289], [3.6034, 0.7073, -2.3221], [3.3402, -1.2079, -0.6993], [3.5986, -0.1079, -0.1121], [3.1395, -3.4393, -1.9949], [3.2266, -2.1419, -0.1360], [4.0204, -0.4113, -3.6753], [4.2062, -2.7077, -3.2263], [-1.3346, 0.5015, -2.1045], [-1.8905, -0.6572, -2.6468], [-0.2411, -2.0490, -1.3966], [-1.5961, -1.6815, -1.5599], [0.5416, -1.4536, -1.8618], [0.0042, -3.2541, -0.7120], [-3.0017, -0.6498, -2.6635], [-2.5906, -2.2248, -0.7727], [1.0202, -3.6545, -0.7041], [-1.0360, -3.9429, -0.0796], [-2.3340, -3.4041, -0.0854], [-3.5723, -1.7087, -0.7747], [-0.8251, -4.8650, 0.4549], [-3.1500, -3.9066, 0.4625], [-0.6498, 2.4854, -1.8035], [1.0081, 1.1924, -0.6796], [0.3595, 4.1368, -1.8836], [-1.9161, 2.7837, -0.4906], [-0.9780, 2.4175, -3.6510], [0.9828, 4.2737, -0.9872], [-0.2414, 5.0604, -2.0161], [1.0551, 4.1308, -2.7282], [-0.1091, 1.8927, -4.0664], [-1.0810, 3.3804, -4.1800], [-1.9227, 1.8718, -3.8069], [-2.4069, 1.8228, -0.3454], [-2.6805, 3.5279, -0.7300], [-1.4581, 3.0683, 0.4620], [-0.3875, 0.7395, 2.1912], [-1.2171, 0.7667, 3.0261], [-2.1820, 0.7372, 3.9056], [-2.0556, 1.4057, 5.0221], [-1.9937, 1.9982, 6.0285]],
  "lowdin_charge": [-0.059, -0.212, 0.063, 0.059, 0.087, -0.114, -0.126, 0.077, 0.071, 0.076, 0.067, 0.944, -0.290, -0.344, -0.130, -0.163, -0.047, -0.034, 0.115, 0.088, 0.091, 0.079, 0.086, 0.081, 0.063, 0.079, 0.042, -0.060, -0.076, -0.189, 0.086, -0.316, -0.149, 0.083, 0.146, 0.079, 0.077, 0.088, 0.085, -0.041, -0.052, -0.180, 0.085, -0.291, -0.261, 0.087, 0.130, 0.086, 0.089, -0.357, -0.372, -0.067, -0.171, 0.088, -0.107, 0.137, -0.035, 0.091, -0.135, -0.103, 0.124, 0.091, 0.103, 0.367, 0.278, -0.250, -0.188, -0.207, -0.049, 0.030, 0.014, 0.035, 0.034, 0.019, 0.020, 0.033, 0.022, 0.067, -0.374, 0.036, -0.411, 0.078]
}

{
  "formula": "C4H9NO",
  "method": "ωB97M-V with the def2-TZVPD basis set",
  "spin_multiplicity": 1,
  "e_tot_ha": -287.6056,
  "e_lumo_ev": [0.75, 0.96],
  "e_homo_ha": [-0.2664, -0.3083],
  "max_force_ha_per_bohr": 0.0215,
  "species": ["C", "C", "C", "C", "N", "O", "H", "H", "H", "H", "H", "H", "H", "H", "H"],
  "coordinates": [[1.0325, 0.7962, -1.1124], [1.0272, 0.7592, 0.1730], [1.2788, 1.2715, 1.4981], [-1.9058, -0.9765, -0.4647], [-0.7139, -1.7813, -0.2829], [0.0955, -1.4766, 0.6864], [0.6791, -0.0390, -1.7060], [1.3768, 1.6471, -1.6958], [0.4070, 1.8117, 1.8644], [1.4695, 0.4375, 2.1759], [2.1483, 1.9352, 1.5081], [-1.9797, -0.5983, -1.4842], [-2.7955, -1.5721, -0.2454], [-1.8658, -0.1357, 0.2279], [-0.2539, -2.0790, -1.1424]],
  "lowdin_charge": [-0.038, -0.140, -0.107, -0.084, -0.208, -0.110, 0.035, 0.058, 0.082, 0.077, 0.081, 0.078, 0.075, 0.083, 0.120]
}